(1)
Here is 3 unconnected molecules or ions with the total composition C16H26IN2O10PS in a non-equilibrium geometry from OMol25. Energies are from ωB97M-V/def2-TZVPD.

Values from the calculation:
- Total energy: -2524.4290 Eh
- Charge: 0
- LUMO energy: -0.1 eV
- SMILES: O=C1O[C@@H](P(O)I)C[C@@H]1CCCCSc1nnco1.COC(=O)OC.COC(=O)OC

The geometry in XYZ format:
```
57
Properties=species:S:1:pos:R:3:forces:R:3
O 0.222205 -2.728605 5.659110 1.086 0.078 -0.926
C 0.875581 -2.564434 4.655168 -1.296 0.363 1.078
O 1.979948 -3.312376 4.337916 -0.592 -0.498 0.231
C 2.091155 -3.255955 2.925138 -0.064 0.521 -2.087
P 1.028777 -4.601522 2.153635 -0.193 -1.086 1.013
O -0.450436 -3.911698 1.938966 0.471 0.492 -0.390
I 1.963348 -4.851232 -0.096787 -0.060 0.196 0.368
C 1.760497 -1.801675 2.629830 0.039 0.135 0.388
C 0.570794 -1.541053 3.549610 0.749 -0.085 -0.190
C 0.412595 -0.108215 4.050541 -0.335 -0.057 1.015
C -0.850658 0.532037 3.505352 -0.084 -0.117 -0.354
C -0.900325 0.545386 1.972961 0.429 0.267 0.518
C -1.745827 1.651142 1.371596 0.171 -0.886 -0.527
S -3.520411 1.605224 1.806244 -0.213 0.341 0.058
C -3.731878 0.030821 2.528372 0.078 1.560 0.458
N -3.635716 -1.131291 2.044513 0.139 -1.197 -0.834
N -3.874368 -2.013899 3.090865 0.392 -1.179 -1.061
C -4.103643 -1.304489 4.107932 -0.176 0.527 0.781
O -4.039928 0.011209 3.855345 -0.254 0.238 0.452
H 3.070178 -3.491065 2.516861 0.467 -0.161 0.748
H -1.004393 -4.080223 2.709939 -0.242 -0.232 -0.040
H 2.594960 -1.269514 3.088516 0.166 0.357 -0.309
H 1.675316 -1.510317 1.589918 -0.166 -0.147 -0.165
H -0.373149 -1.805730 3.086226 -0.062 -0.408 -0.051
H 1.299262 0.505740 3.906673 0.159 -0.048 -0.314
H 0.266839 -0.174206 5.129031 0.125 0.113 0.182
H -1.003826 1.536000 3.896288 0.164 0.160 0.078
H -1.663647 -0.067985 3.903336 -0.207 0.026 0.017
H -1.197413 -0.429269 1.600620 -0.160 -0.099 -0.182
H 0.120945 0.708549 1.623768 0.105 0.086 -0.203
H -1.324971 2.622508 1.608348 -0.300 0.218 0.345
H -1.697434 1.544959 0.293660 -0.053 0.092 -0.226
H -4.312057 -1.659439 5.095763 -0.134 0.111 0.278
C 2.536914 -0.086967 -5.511276 0.149 0.129 -0.218
O 2.180417 0.050391 -4.133413 0.282 -0.221 0.030
C 1.587514 -1.024782 -3.609671 0.062 0.033 0.031
O 1.342463 -2.047616 -4.190437 -0.017 -0.054 -0.045
O 1.309849 -0.759026 -2.336341 -0.041 0.070 0.116
C 0.659502 -1.828717 -1.640764 -0.098 -0.155 0.101
H 3.003887 0.848848 -5.805346 -0.039 0.061 0.149
H 3.247473 -0.899894 -5.644472 -0.099 -0.086 0.002
H 1.652224 -0.252757 -6.123666 0.005 -0.135 0.028
H 1.287413 -2.720374 -1.611508 -0.175 0.332 -0.220
H -0.301142 -2.058885 -2.099313 0.051 -0.048 -0.068
H 0.490503 -1.484684 -0.622898 0.064 0.129 -0.034
C -0.182007 1.773786 -4.772685 -0.081 -0.198 -0.013
O -0.771588 2.993624 -4.311847 -0.108 -0.050 -0.017
C 0.034229 4.047693 -4.397972 -0.077 -0.006 0.028
O 1.161369 4.044101 -4.817898 0.076 0.014 -0.036
O -0.623672 5.112901 -3.939086 -0.042 0.030 0.036
C 0.129770 6.325222 -3.975181 0.024 0.242 0.038
H -0.931376 0.993750 -4.657390 -0.134 0.148 0.062
H 0.082930 1.852493 -5.826552 0.083 0.072 0.030
H 0.689460 1.516528 -4.178647 -0.071 0.240 -0.090
H 0.407068 6.575524 -4.997438 0.092 -0.069 0.009
H 1.018849 6.244457 -3.352491 0.057 -0.050 -0.089
H -0.514367 7.105003 -3.578960 -0.111 -0.108 0.018
```
Positions in Å, forces in eV/Å.



(2)
Here is 4 unconnected molecules or ions with the total composition C58H40BrClFIN5O8S2 in a non-equilibrium geometry from OMol25. Energies are from ωB97M-V/def2-TZVPD.

Values from the calculation:
- Total energy: -7337.4876 Eh
- Charge: +1
- Relative energy (zero: lowest compared OMol25 entry of this formula, charge and spin): 0.000 eV
- LUMO energy: -5.7 eV

The geometry in XYZ format:
```
117
Properties=species:S:1:pos:R:3:forces:R:3
C 4.899061 -5.015442 3.551294 0.270 -1.002 0.167
C 3.400580 -5.588997 3.463921 -0.028 -0.029 -0.213
C 2.300964 -4.481425 3.015086 0.498 -2.146 -0.873
Cl 1.872615 -3.340590 4.379799 0.347 -0.996 -1.236
C 0.975860 -5.284275 2.485701 0.248 1.452 0.028
N 0.824131 -6.565252 3.044131 -0.662 2.998 -1.970
N -0.213435 -7.290688 2.621003 -1.231 3.407 -2.661
Br -0.378578 -9.011599 3.399715 0.107 1.016 -0.484
C -1.112557 -6.761723 1.643403 -1.986 -0.903 -1.228
C -2.296486 -7.782362 1.188076 0.084 -0.092 0.673
C -3.496482 -7.853022 2.306152 -0.309 0.122 -0.953
C -4.705270 -6.892060 1.855060 -0.813 -0.025 -0.465
S -4.411425 -5.227276 2.700402 -1.065 -0.234 -0.585
C -5.836434 -4.200232 2.111597 -2.029 0.878 -0.149
S -5.899477 -3.361594 0.661137 0.529 -1.416 1.899
N -6.999198 -4.102014 3.040588 2.439 -0.593 -1.555
C -8.210753 -3.400206 2.647178 -1.812 -1.475 6.066
C -9.043574 -3.553380 3.958749 4.526 -0.867 -3.126
N -8.251711 -4.317493 4.917178 2.136 -0.122 -2.251
C -6.965664 -4.697333 4.391687 -6.312 3.457 -1.159
C -1.121591 -5.364540 0.960709 4.734 0.191 3.270
I -2.547370 -4.595239 -0.467639 1.150 -0.816 1.292
C 0.115791 -4.482462 1.455142 -2.297 -4.900 -0.311
C 0.398980 -2.994884 0.941700 0.213 2.990 3.107
O 0.461252 -2.090656 1.828098 -0.323 -4.119 -3.284
N 0.592903 -2.593228 -0.466212 -3.465 0.910 1.279
C 0.274613 -1.122974 -0.476139 3.642 5.209 0.309
O 1.163626 -0.250737 -0.371575 -4.415 -4.603 -0.574
F -1.074020 -0.637551 -0.630915 2.840 -2.463 0.287
H 5.134361 -4.440999 4.519375 -0.590 -0.611 -1.692
H 5.178282 -4.434523 2.598422 -0.517 -0.649 1.597
H 5.601749 -5.940533 3.565377 -1.174 1.554 -0.005
H 3.415953 -6.418947 2.649861 -0.174 1.470 1.244
H 3.035340 -6.100963 4.431663 0.764 0.963 -1.470
H 2.758891 -3.949390 2.091367 -1.024 -0.394 1.740
H -2.806395 -7.465253 0.216324 1.153 -0.141 1.341
H -1.884291 -8.849354 0.987730 -0.419 1.952 0.522
H -3.893118 -8.925736 2.305131 0.626 1.519 0.158
H -3.144467 -7.567160 3.356149 -0.456 -0.520 -1.456
H -5.753383 -7.312207 2.121069 1.913 0.708 -0.105
H -4.744856 -6.683851 0.718132 0.284 -0.496 1.798
H -8.496862 -2.860324 1.688678 1.081 -1.131 1.517
H -10.097935 -3.131535 4.108024 1.977 -0.973 0.129
H -6.141803 -5.298090 4.900681 -1.467 1.208 -1.118
H -0.160316 -2.999071 -1.071993 0.989 -0.272 0.514
C 6.394388 3.134594 9.336809 -0.158 -0.065 -0.131
C 7.376233 2.455371 8.618399 -0.149 -0.070 -0.163
C 7.038011 1.760616 7.461808 0.146 0.096 0.191
C 5.712351 1.733191 7.026268 0.177 0.134 0.299
C 4.725371 2.393063 7.759163 0.318 0.081 0.197
C 5.070986 3.104001 8.909892 0.196 0.030 0.123
C 3.308288 2.330737 7.335608 -0.655 0.536 0.605
O 2.445563 2.909853 7.973178 0.229 -0.199 -0.218
C 2.953590 1.547183 6.130957 -0.240 -0.222 -0.328
C 1.614778 1.431452 5.751719 -0.148 -0.126 -0.193
C 1.273451 0.707813 4.613201 0.159 0.094 0.164
C 2.267576 0.105631 3.844817 0.194 0.082 0.092
C 3.601690 0.214126 4.222599 -0.244 -0.058 -0.093
C 3.946129 0.927322 5.372348 -0.347 -0.105 -0.222
C 5.365175 1.006450 5.785038 0.814 -0.409 -0.495
O 6.235459 0.475326 5.114820 -0.300 0.114 0.179
H 6.660640 3.684169 10.234272 -0.045 -0.061 -0.107
H 8.406700 2.469365 8.959296 -0.118 0.001 -0.056
H 7.808545 1.237661 6.903538 -0.233 0.050 -0.038
H 4.309776 3.630754 9.477100 -0.005 -0.144 -0.191
H 0.835080 1.900873 6.344058 0.251 0.013 0.014
H 0.231313 0.614674 4.323016 0.111 0.026 0.033
H 2.001429 -0.452595 2.952844 0.029 0.095 0.105
H 4.371434 -0.261521 3.622279 0.017 0.136 0.206
C -5.959151 3.510405 -5.582600 0.158 -0.039 0.133
C -5.619074 4.812428 -5.944220 0.179 0.009 0.121
C -4.550861 5.451398 -5.323126 -0.204 -0.017 -0.135
C -3.826137 4.793127 -4.328424 -0.405 -0.071 -0.153
C -4.181923 3.498717 -3.949265 -0.264 0.069 -0.265
C -5.243513 2.853608 -4.586793 -0.141 0.075 -0.185
C -3.452532 2.807971 -2.861514 -0.188 -0.862 0.274
O -3.761046 1.673904 -2.531945 0.068 0.246 -0.102
C -2.349914 3.516715 -2.174969 0.266 0.065 0.256
C -1.690717 2.900775 -1.109752 0.207 0.056 0.172
C -0.643846 3.553967 -0.466841 -0.171 -0.034 -0.166
C -0.245656 4.820013 -0.891065 -0.158 0.001 -0.159
C -0.903574 5.439503 -1.948477 0.144 -0.039 0.178
C -1.963733 4.792361 -2.586124 0.274 -0.071 0.292
C -2.679782 5.474353 -3.686205 0.345 0.990 -0.272
O -2.334978 6.583973 -4.055769 -0.126 -0.379 0.080
H -6.787105 3.008982 -6.074101 0.096 0.054 0.064
H -6.185896 5.328884 -6.712506 0.080 -0.054 0.087
H -4.287333 6.464161 -5.612970 0.103 -0.158 0.149
H -5.516885 1.841205 -4.305745 0.154 0.160 0.088
H -1.993112 1.913067 -0.775503 -0.060 0.151 -0.187
H -0.136039 3.074925 0.364629 -0.054 0.036 -0.109
H 0.575873 5.326322 -0.393926 -0.102 -0.049 -0.070
H -0.591689 6.428158 -2.271335 -0.176 -0.152 -0.074
C -1.688743 3.450578 -6.728098 0.197 0.034 -0.036
C -1.473335 2.164177 -7.218541 0.259 0.014 -0.017
C -0.195672 1.769369 -7.600995 -0.277 -0.019 0.064
C 0.870124 2.665469 -7.505154 -0.392 0.039 0.066
C 0.649933 3.961048 -7.037119 -0.379 -0.203 0.032
C -0.630563 4.348941 -6.637475 -0.222 -0.081 0.024
C 1.762253 4.936471 -6.977134 -0.148 0.975 0.345
O 1.571412 6.067560 -6.564823 0.053 -0.356 -0.115
C 3.106970 4.519647 -7.433530 0.415 0.010 -0.124
C 4.152519 5.444851 -7.437067 0.258 0.003 -0.056
C 5.423168 5.058310 -7.851934 -0.235 -0.038 0.059
C 5.656426 3.745277 -8.255585 -0.213 -0.067 0.034
C 4.616201 2.822054 -8.258760 0.220 0.118 -0.028
C 3.336721 3.210520 -7.856677 0.361 0.151 -0.032
C 2.229149 2.230233 -7.897616 0.192 -0.949 -0.322
O 2.431270 1.081157 -8.254993 -0.070 0.325 0.123
H -2.684284 3.754826 -6.421378 0.121 -0.037 -0.090
H -2.302254 1.467852 -7.300661 0.090 0.074 0.009
H -0.033231 0.763972 -7.977537 0.154 0.188 0.042
H -0.806077 5.352033 -6.259411 0.176 -0.081 -0.082
H 3.978840 6.468989 -7.120827 -0.141 -0.203 -0.004
H 6.233413 5.780768 -7.858796 -0.107 -0.077 0.008
H 6.649619 3.442407 -8.572341 -0.123 0.027 0.032
H 4.803309 1.801635 -8.579043 -0.201 0.124 0.062
```
Positions in Å, forces in eV/Å.



Number 1: orbital gap 8.9 eV. Number 2: orbital gap 5.0 eV.